Density functional theory data (wB97M-V/def2-TZVPD) for C46H54CsN10O3PS as an isolated structure in a non-equilibrium geometry.

Each line ends with the Löwdin charge.
Cartesian coordinates (Å):
1 Cs 0.3305 -0.1734 0.4282  1.065
2 N 2.1733 2.0264 -0.1079  -0.109
3 C 3.3243 1.6890 0.7457  -0.257
4 C 3.7801 0.2307 0.5908  -0.215
5 N 2.9674 -0.7769 1.2826  -0.289
6 C 3.1834 -0.7370 2.7266  -0.205
7 C 2.0435 -1.3077 3.5646  -0.258
8 N 0.8172 -0.5595 3.3229  -0.074
9 C 3.1431 -2.1299 0.7293  -0.188
10 C 1.8547 -2.9527 0.5359  -0.315
11 N 1.2124 -2.6759 -0.7549  -0.100
12 H 2.3735 1.7724 -1.0725  0.035
13 H 2.0114 3.0260 -0.0832  0.071
14 H 3.0451 1.9008 1.7808  0.073
15 H 4.2016 2.3089 0.5189  0.109
16 H 4.8335 0.1679 0.9175  0.126
17 H 3.7618 0.0006 -0.4748  0.070
18 H 3.3026 0.3088 3.0174  0.079
19 H 4.1271 -1.2486 2.9856  0.123
20 H 2.3721 -1.2972 4.6140  0.110
21 H 1.8732 -2.3560 3.3086  0.106
22 H 0.8903 0.3894 3.6833  0.028
23 H 0.0107 -0.9983 3.7504  0.071
24 H 3.8277 -2.7014 1.3725  0.118
25 H 3.6312 -2.0430 -0.2459  0.112
26 H 1.1204 -2.7163 1.3114  0.042
27 H 2.1044 -4.0128 0.6630  0.111
28 H 0.2951 -3.1142 -0.7683  0.045
29 H 1.7581 -3.0533 -1.5197  0.068
30 O -6.9497 0.9839 2.1983  0.116
31 C -6.4751 2.0233 2.9180  -0.478
32 O -7.2285 2.7999 3.4336  0.125
33 C -4.9867 2.1493 2.9954  -0.131
34 C -4.4397 2.7911 4.0999  0.001
35 C -3.0659 2.8926 4.2364  -0.012
36 C -2.2232 2.3739 3.2538  -0.253
37 C -2.7707 1.7504 2.1387  0.000
38 C -4.1432 1.6412 2.0139  -0.008
39 N -0.8148 2.4119 3.4053  0.138
40 C -0.3030 3.5179 3.7413  -0.088
41 C 1.1301 3.6919 4.0714  -0.247
42 C 1.5560 4.9550 4.4692  -0.019
43 C 2.8830 5.1367 4.8274  -0.056
44 C 3.7311 4.0462 4.7769  -0.051
45 C 3.2141 2.8250 4.3611  -0.136
46 N 1.9483 2.6367 4.0103  0.124
47 H -6.2337 0.3699 1.9777  0.075
48 H -5.1041 3.1815 4.8592  0.125
49 H -2.6409 3.3342 5.1292  0.114
50 H -2.1286 1.3005 1.3998  0.057
51 H -4.5459 1.1502 1.1356  0.103
52 H -0.9086 4.4266 3.8328  0.128
53 H 0.8522 5.7768 4.4977  0.113
54 H 3.2411 6.1079 5.1426  0.111
55 H 4.7735 4.1270 5.0533  0.106
56 H 3.8611 1.9547 4.3121  0.104
57 N -9.1379 -3.8713 3.8540  0.141
58 C -8.0660 -3.6334 3.5104  -0.195
59 C -6.7283 -3.3402 3.0795  -0.245
60 C -6.5107 -2.5036 1.9838  -0.037
61 C -5.2199 -2.2251 1.5779  -0.039
62 C -4.1095 -2.7720 2.2491  -0.264
63 C -4.3531 -3.6212 3.3378  -0.031
64 C -5.6415 -3.8998 3.7506  -0.033
65 C -2.7833 -2.4716 1.8137  -0.244
66 C -1.6912 -2.1682 1.3264  -0.200
67 H -7.3588 -2.0864 1.4554  0.120
68 H -5.0410 -1.6081 0.7024  0.089
69 H -3.5088 -4.0551 3.8564  0.113
70 H -5.8165 -4.5543 4.5943  0.116
71 O 2.9146 -0.0869 -2.5917  -0.534
72 S 3.2587 0.6070 -3.8680  1.016
73 C 3.9485 -0.6493 -4.9466  -0.373
74 C 4.2574 -1.8901 -4.4184  -0.068
75 C 4.7894 -2.8610 -5.2560  -0.067
76 C 5.0007 -2.5839 -6.5992  -0.077
77 C 4.6733 -1.3374 -7.1179  -0.074
78 C 4.1365 -0.3633 -6.2908  -0.082
79 C 4.7837 1.5039 -3.5670  -0.373
80 C 5.6777 1.0283 -2.6185  -0.066
81 C 6.8437 1.7361 -2.3799  -0.065
82 C 7.1074 2.9044 -3.0871  -0.076
83 C 6.2029 3.3738 -4.0270  -0.074
84 C 5.0261 2.6750 -4.2656  -0.085
85 H 4.0633 -2.0806 -3.3701  0.102
86 H 5.0343 -3.8379 -4.8593  0.108
87 H 5.4131 -3.3457 -7.2481  0.106
88 H 4.8264 -1.1279 -8.1685  0.107
89 H 3.8657 0.6086 -6.6881  0.110
90 H 5.4466 0.1194 -2.0764  0.107
91 H 7.5510 1.3774 -1.6432  0.108
92 H 8.0209 3.4529 -2.8977  0.106
93 H 6.4057 4.2892 -4.5671  0.107
94 H 4.3011 3.0418 -4.9832  0.109
95 C -4.0262 -1.5671 -4.4721  -0.199
96 N -3.3983 -2.4290 -3.4745  -0.151
97 C -4.2438 -2.4534 -2.2806  -0.185
98 N -4.5373 -1.1253 -1.7448  -0.156
99 C -5.1321 -0.3114 -2.7964  -0.198
100 N -4.3150 -0.2116 -4.0032  -0.156
101 C -3.0803 0.5297 -3.7347  -0.354
102 P -1.9741 -0.2458 -2.4531  0.969
103 C -2.0446 -1.9668 -3.1565  -0.339
104 C -3.3243 -0.5181 -1.1889  -0.364
105 H -4.9721 -2.0269 -4.7679  0.124
106 H -3.3800 -1.5090 -5.3507  0.123
107 H -3.7565 -3.0466 -1.5041  0.130
108 H -5.1894 -2.9311 -2.5485  0.127
109 H -5.3219 0.6928 -2.4106  0.125
110 H -6.0889 -0.7612 -3.0736  0.126
111 H -3.3379 1.5415 -3.4094  0.080
112 H -2.5219 0.6345 -4.6694  0.079
113 H -1.5957 -2.6525 -2.4329  0.075
114 H -1.4327 -2.0092 -4.0619  0.082
115 H -3.5750 0.4527 -0.7474  0.069
116 H -2.9321 -1.1522 -0.3886  0.019

Results
Kohn-Sham gap	6.54	eV
largest force on an atom	1.5	eV/A
net charge	0
E_LUMO	-0.61	eV
electronic energy	-90290.3161	eV
energy relative to the best compared isomer or geometry (same formula, charge and spin)	0.000	eV

Density functional theory data (wB97M-V/def2-TZVPD) for C46H54N5O11PS as an isolated structure.

Each line ends with the Löwdin charge.
Cartesian coordinates (Å):
1 C 2.2575 -1.1674 1.1412  -0.242
2 P 3.2141 -2.5208 0.3258  0.959
3 O 2.7039 -2.4019 -1.2478  -0.318
4 C 4.9621 -1.8986 0.3362  -0.239
5 C 5.3878 -0.5800 -0.1375  -0.181
6 C 4.3929 0.3889 -0.7204  -0.123
7 C 4.3531 1.7821 -0.0651  -0.189
8 O 4.2025 2.8080 -1.0414  -0.131
9 C 2.8880 3.3265 -1.1184  -0.175
10 C 1.9850 2.2550 -1.7043  -0.174
11 O 0.6738 2.7474 -1.9538  -0.062
12 C -0.2639 1.7390 -1.9510  -0.318
13 C -0.1004 0.5848 -2.7006  -0.007
14 C -1.0563 -0.4097 -2.6583  -0.018
15 C -2.2122 -0.2811 -1.8876  -0.174
16 C -3.2423 -1.4091 -1.8900  -0.468
17 C -3.7225 -1.5666 -3.3541  -0.041
18 C -2.5807 -2.7342 -1.4720  -0.027
19 C -4.5168 -1.0621 -1.0842  -0.120
20 C -4.5990 -1.3029 0.4449  -0.556
21 C -3.3278 -0.9602 1.2445  -0.042
22 C -5.7336 -0.3762 0.9381  -0.073
23 C -5.0248 -2.7436 0.7778  -0.065
24 C -2.3572 0.8968 -1.1670  -0.017
25 C -1.4002 1.8976 -1.1868  0.011
26 C 6.6809 -0.1859 -0.0864  0.019
27 C 7.6428 -1.0713 0.4407  -0.354
28 N 8.9510 -0.8441 0.5698  -0.223
29 S 9.5697 -2.1796 1.2183  0.998
30 N 8.2593 -3.0791 1.3610  -0.230
31 C 7.2378 -2.3590 0.8875  -0.314
32 C 5.8766 -2.7852 0.8265  -0.215
33 C 5.5907 -4.1731 1.3371  -0.160
34 C 6.2526 -5.3210 0.5528  -0.082
35 C 5.8683 -5.4789 -0.8939  -0.510
36 O 5.7995 -6.5540 -1.4435  0.095
37 O 5.6406 -4.3260 -1.5541  0.109
38 H 2.8951 -0.4580 1.6648  0.017
39 H 1.6072 -1.6357 1.8785  0.032
40 H 1.6211 -0.6397 0.4283  0.029
41 H 2.3619 -1.5312 -1.4777  0.020
42 H 3.4038 -0.0322 -0.7110  0.041
43 H 4.6453 0.5527 -1.7708  0.139
44 H 3.5081 1.8248 0.6282  0.114
45 H 5.2471 1.9612 0.5290  0.116
46 H 2.9226 4.1972 -1.7717  0.128
47 H 2.5233 3.6450 -0.1383  0.132
48 H 2.4559 1.8804 -2.6160  0.135
49 H 1.8979 1.4493 -0.9746  0.109
50 H 0.7701 0.4569 -3.3325  0.119
51 H -0.9052 -1.3069 -3.2417  0.113
52 H -4.4143 -2.4074 -3.4172  0.088
53 H -2.8862 -1.8014 -4.0108  0.074
54 H -4.1988 -0.6486 -3.6934  0.094
55 H -2.0928 -3.1782 -2.3424  0.080
56 H -3.3077 -3.4598 -1.1212  0.073
57 H -1.7909 -2.5966 -0.7361  0.083
58 H -4.7798 -0.0286 -1.3126  0.116
59 H -5.3180 -1.6626 -1.5216  0.116
60 H -2.4071 -1.0992 0.6848  0.062
61 H -3.2691 -1.5970 2.1288  0.084
62 H -3.3447 0.0705 1.5967  0.077
63 H -6.0003 -0.5732 1.9747  0.085
64 H -6.5988 -0.4608 0.2816  0.076
65 H -5.3854 0.6553 0.8595  0.080
66 H -4.1939 -3.4452 0.7697  0.069
67 H -5.4250 -2.7552 1.7939  0.078
68 H -5.8258 -3.0770 0.1182  0.084
69 H -3.2309 1.0554 -0.5536  0.103
70 H -1.5253 2.8015 -0.6074  0.127
71 H 6.9678 0.7957 -0.4371  0.131
72 H 5.9884 -4.2229 2.3532  0.121
73 H 4.5256 -4.3667 1.4016  0.061
74 H 5.9818 -6.2648 1.0201  0.126
75 H 7.3371 -5.2362 0.5939  0.112
76 H 5.5747 -4.5666 -2.4900  0.133
77 C -0.0746 6.2178 -5.1976  -0.070
78 C -0.0815 5.1716 -4.2845  -0.054
79 C -1.1876 4.3438 -4.1868  0.011
80 C -2.2689 4.5809 -5.0130  -0.139
81 C -2.2867 5.6183 -5.9268  -0.006
82 C -1.1760 6.4419 -6.0146  -0.069
83 N -3.4399 3.6894 -4.9229  -0.351
84 O -3.4069 2.7977 -4.1007  0.078
85 O -4.3663 3.9000 -5.6794  0.076
86 H 0.7921 6.8613 -5.2740  0.106
87 H 0.7713 4.9923 -3.6447  0.099
88 H -1.2036 3.5294 -3.4797  0.094
89 H -3.1488 5.7781 -6.5564  0.118
90 H -1.1700 7.2584 -6.7235  0.106
91 C -12.1363 -1.2451 2.9305  -0.073
92 C -11.4073 -1.3385 1.7523  -0.065
93 C -10.3671 -0.4568 1.5065  -0.002
94 C -10.0770 0.5051 2.4556  -0.146
95 C -10.7906 0.6190 3.6335  -0.004
96 C -11.8299 -0.2669 3.8673  -0.066
97 N -8.9612 1.4351 2.2057  -0.346
98 O -8.3648 1.3238 1.1556  0.068
99 O -8.7022 2.2488 3.0683  0.080
100 H -12.9456 -1.9377 3.1196  0.106
101 H -11.6474 -2.0998 1.0233  0.108
102 H -9.7914 -0.5161 0.5952  0.119
103 H -10.5390 1.3835 4.3528  0.119
104 H -12.3998 -0.1941 4.7832  0.108
105 C 8.3027 0.9289 6.3061  -0.067
106 C 8.1394 -0.3403 5.7661  -0.060
107 C 7.1127 -0.5872 4.8699  0.002
108 C 6.2675 0.4536 4.5313  -0.142
109 C 6.4093 1.7242 5.0566  0.000
110 C 7.4384 1.9573 5.9541  -0.062
111 N 5.1902 0.1994 3.5642  -0.320
112 O 5.0775 -0.9287 3.1321  0.080
113 O 4.4861 1.1342 3.2329  0.076
114 H 9.1085 1.1177 7.0027  0.108
115 H 8.8139 -1.1393 6.0406  0.110
116 H 6.9745 -1.5681 4.4397  0.118
117 H 5.7315 2.5141 4.7705  0.120
118 H 7.5671 2.9441 6.3766  0.109

Results
Kohn-Sham gap	7.65	eV
largest force on an atom	0.7	eV/A
net charge	0
E_LUMO	-0.76	eV
electronic energy	-98667.5306	eV